{
  "formula": "C4H17NO4",
  "method": "the ωB97M-V functional and the def2-TZVPD basis",
  "homo_energy_ev": -9.308,
  "orbital_gap_ev": 10.2,
  "largest_force_ha_per_bohr": 0.0567,
  "de_lowest_ev": 1.116,
  "smiles": "COC[C@H](C)N.O.O.O",
  "molar_mass_g_mol": 143.183,
  "symbols": ["O", "H", "H", "O", "H", "H", "O", "H", "H", "C", "C", "C", "O", "C", "N", "H", "H", "H", "H", "H", "H", "H", "H", "H", "H", "H"],
  "positions_angstrom": [[15.172, 22.747, 24.514], [15.998, 22.345, 24.244], [15.422, 23.379, 25.188], [15.055, 26.532, 27.660], [14.236, 26.994, 27.842], [15.679, 26.896, 28.288], [10.374, 22.427, 24.666], [10.402, 21.809, 25.396], [11.254, 22.395, 24.291], [18.390, 19.212, 20.710], [19.540, 19.057, 21.753], [20.888, 18.586, 21.249], [21.675, 18.372, 22.401], [22.995, 18.898, 22.425], [19.642, 20.317, 22.411], [18.302, 18.291, 20.133], [18.638, 19.956, 19.953], [17.454, 19.490, 21.195], [19.167, 18.304, 22.447], [21.389, 19.303, 20.599], [20.786, 17.715, 20.602], [23.116, 19.981, 22.421], [23.628, 18.422, 21.676], [23.447, 18.639, 23.382], [19.783, 21.116, 21.809], [20.528, 20.170, 22.873]],
  "mulliken_charge": [-0.646, 0.321, 0.321, -0.633, 0.318, 0.318, -0.644, 0.316, 0.327, -1.418, 0.539, -0.761, -0.350, -0.767, -0.650, 0.375, 0.358, 0.324, 0.186, 0.359, 0.367, 0.318, 0.327, 0.272, 0.276, 0.247]
}